The molecule C13H21N3O3S at a distorted geometry, computed with ωB97M-V/def2-TZVPD.

Each line ends with the Löwdin charge.
CARTESIAN COORDINATES (ANGSTROEM)
C  -2.748  -3.936  -1.335  -0.09
O  -2.958  -2.585  -0.979  -0.09
C  -1.822  -1.773  -1.073  -0.19
C  -0.599  -2.217  -0.570  0.02
C  0.513  -1.407  -0.573  -0.24
C  1.738  -1.996  0.061  -0.04
C  0.442  -0.118  -1.124  -0.15
S  1.873  1.057  -0.926  0.71
O  3.066  0.681  -1.697  -0.31
O  1.517  2.465  -1.023  -0.33
N  2.256  0.997  0.712  -0.10
C  1.178  1.416  1.592  -0.39
C  1.148  0.763  3.003  -0.12
C  1.740  1.793  3.949  -0.21
N  1.320  3.026  3.272  -0.07
N  1.604  2.759  1.872  -0.04
C  -0.774  0.308  -1.748  -0.18
C  -0.793  1.595  -2.550  -0.05
C  -1.905  -0.507  -1.673  -0.16
C  -3.210  -0.025  -2.208  -0.04
H  -3.735  -4.385  -1.447  0.09
H  -2.308  -4.083  -2.327  0.10
H  -2.132  -4.476  -0.588  0.09
H  -0.572  -3.163  -0.074  0.11
H  2.654  -1.662  -0.444  0.08
H  1.784  -3.077  0.050  0.08
H  1.777  -1.722  1.103  0.07
H  3.012  1.664  0.766  0.10
H  0.189  1.385  1.140  0.14
H  1.757  -0.105  3.024  0.08
H  0.100  0.488  3.282  0.13
H  2.849  1.721  4.038  0.12
H  1.275  1.649  4.921  0.11
H  1.766  3.855  3.638  0.10
H  1.162  3.421  1.207  0.13
H  -1.503  1.567  -3.380  0.08
H  -1.127  2.437  -1.906  0.11
H  0.177  1.773  -2.985  0.07
H  -3.416  -0.410  -3.195  0.09
H  -3.267  1.082  -2.310  0.08
H  -4.030  -0.258  -1.497  0.10

Atoms 1-3, force components in eV/Å:
-0.0668 -0.8142 -0.0044
0.9618 1.1279 -0.5354
0.1535 -0.3252 0.1239

* structure (SMILES): COc1cc(C)c(S(=O)(=O)N[C@H]2CCNN2)c(C)c1C
* charge: 0
* HOMO level: -7.8 eV
* spin multiplicity: 1
* DFT total energy: -35266.8997 eV
* LUMO energy: 0.023 hartree

***

A structure of composition C13H21N3O6 at a distorted geometry, computed with ωB97M-V/def2-TZVPD.

Each line ends with the Löwdin charge.
CARTESIAN COORDINATES (ANGSTROEM)
O  2.003  0.504  4.976  0.14
O  0.367  -2.367  2.167  0.17
O  -2.250  -0.135  -1.645  0.03
O  -0.370  -3.783  0.629  0.12
O  -2.408  -2.200  0.036  -0.02
O  -0.411  1.896  1.946  -0.01
C  1.391  1.286  4.318  -0.48
C  -0.405  -2.636  1.370  -0.51
C  -1.078  0.234  -1.476  -0.38
N  -0.006  1.410  4.186  0.04
N  -0.532  0.105  -0.247  0.11
N  0.955  1.423  -2.187  0.02
C  0.590  0.250  -4.908  -0.09
C  1.122  -1.448  -3.098  -0.04
C  1.722  2.186  3.238  0.02
C  -1.587  -1.684  1.088  -0.19
C  -0.786  0.324  3.649  -0.05
C  0.187  2.397  3.157  -0.22
C  -0.466  0.507  2.159  -0.28
C  -1.247  -0.139  0.985  -0.14
C  0.043  -0.392  -3.640  -0.35
C  -0.250  0.782  -2.716  -0.30
H  0.292  -4.316  1.092  0.12
H  -2.253  -1.708  -0.817  0.08
H  0.279  0.706  -0.103  0.13
H  1.660  1.552  -2.980  0.09
H  0.860  2.372  -1.699  0.12
H  0.909  -0.591  -5.495  0.07
H  1.333  1.027  -4.718  0.07
H  -0.127  0.699  -5.618  0.09
H  1.840  -1.785  -3.879  0.08
H  1.542  -1.035  -2.248  0.02
H  0.607  -2.404  -2.765  0.09
H  2.165  1.554  2.424  0.16
H  2.373  2.992  3.498  0.12
H  -2.127  -1.891  2.041  0.17
H  -0.497  -0.609  4.064  0.12
H  -1.885  0.444  3.903  0.15
H  -0.071  3.307  3.459  0.12
H  0.536  0.102  2.055  0.13
H  -2.143  0.562  0.827  0.19
H  -0.976  -0.904  -3.761  0.16
H  -0.901  1.404  -3.266  0.13

Atoms 1-3, force components in eV/Å:
0.4533 -0.1634 0.6185
4.4413 1.0348 4.6690
0.9145 0.3226 -0.6200

* charge: 0
* HOMO level: -9.7 eV
* spin multiplicity: 1
* DFT total energy: -30575.0415 eV
* LUMO energy: 0.018 hartree

***

A structure of composition C13H21N3OOsS4, computed with ωB97M-V/def2-TZVPD.

Each line ends with the Löwdin charge.
CARTESIAN COORDINATES (ANGSTROEM)
Os  -0.303  -0.400  -0.102  0.89
O  -2.233  -3.520  5.612  -0.05
C  -1.856  -2.939  4.636  -1.01
S  -0.516  -3.493  3.609  0.96
C  -0.588  -2.178  2.462  -1.15
C  -1.521  -1.230  2.667  -1.15
S  -1.695  0.118  1.604  0.54
S  -2.563  -1.416  4.055  0.96
S  0.506  -2.106  1.130  0.53
C  -1.384  -1.788  -3.780  -0.06
C  -1.987  -1.627  -2.387  -0.73
C  -2.209  -2.984  -1.723  -0.06
C  -3.288  -0.829  -2.444  -0.06
N  -1.044  -0.885  -1.574  -0.27
H  -2.078  -2.326  -4.429  0.09
H  -0.449  -2.348  -3.728  0.08
H  -1.181  -0.811  -4.222  0.08
H  -2.895  -3.587  -2.323  0.09
H  -2.635  -2.852  -0.727  0.08
H  -1.263  -3.521  -1.626  0.08
H  -4.020  -1.344  -3.071  0.09
H  -3.106  0.162  -2.863  0.08
H  -3.704  -0.714  -1.442  0.08
C  2.115  1.299  -0.823  -0.16
C  3.165  2.418  -0.598  -0.15
N  2.969  3.051  0.703  -0.16
C  3.097  2.040  1.752  -0.14
C  2.057  0.908  1.559  -0.17
N  1.221  1.198  0.364  -0.33
C  0.559  2.518  0.555  -0.17
C  1.625  3.622  0.762  -0.15
H  2.579  0.325  -0.965  0.11
H  1.486  1.500  -1.691  0.11
H  3.089  3.183  -1.371  0.12
H  4.176  2.012  -0.635  0.12
H  2.969  2.528  2.718  0.12
H  4.110  1.639  1.719  0.12
H  1.384  0.807  2.409  0.11
H  2.529  -0.058  1.401  0.09
H  -0.112  2.426  1.407  0.08
H  -0.050  2.701  -0.329  0.11
H  1.501  4.105  1.731  0.12
H  1.542  4.395  -0.003  0.12

Atoms 1-3, force components in eV/Å:
-0.1561 -0.3296 0.2278
-0.0027 -0.0087 0.0163
0.0210 0.0334 -0.0531

* charge: 0
* HOMO level (spin up / spin down): -7.3 / -7.3 eV
* spin multiplicity: 1
* DFT total energy: -66147.4286 eV
* LUMO energy (spin up / spin down): -0.032 / -0.031 hartree

***

A cluster of 2 separate species, C13H21NO in total at a distorted geometry, computed with ωB97M-V/def2-TZVPD.

Each line ends with the Löwdin charge.
CARTESIAN COORDINATES (ANGSTROEM)
C  -2.747  -1.046  3.808  -0.07
C  -2.808  -1.780  2.479  -0.18
N  -1.521  -2.364  1.993  -0.11
C  -0.193  -1.887  2.381  -0.04
C  -1.636  -3.169  0.879  -0.50
C  -0.632  -3.028  -0.253  0.01
O  -2.722  -3.661  0.622  0.03
H  -1.732  -0.791  4.090  0.04
H  -3.150  -1.709  4.565  0.08
H  -3.207  -0.071  3.648  0.08
H  -3.537  -2.580  2.562  0.11
H  -3.108  -1.227  1.582  0.12
H  -0.264  -1.503  3.392  0.06
H  0.559  -2.665  2.299  0.10
H  0.108  -1.038  1.766  0.06
H  -1.351  -2.854  -1.056  0.10
H  0.045  -2.185  -0.197  0.02
H  -0.106  -3.933  -0.560  0.09
C  0.914  4.129  -2.869  -0.10
C  1.907  3.874  -1.730  -0.20
C  1.930  2.365  -1.499  -0.26
C  0.917  1.786  -0.741  -0.05
C  0.753  0.404  -0.747  -0.08
C  1.527  -0.374  -1.594  -0.09
C  2.533  0.218  -2.348  -0.08
C  2.822  1.566  -2.199  -0.05
H  0.935  5.095  -3.376  0.07
H  -0.089  3.864  -2.547  0.07
H  1.090  3.424  -3.678  0.07
H  2.927  4.160  -1.983  0.10
H  1.510  4.365  -0.840  0.10
H  0.225  2.399  -0.177  0.11
H  0.088  0.017  0.009  0.07
H  1.360  -1.419  -1.764  0.09
H  3.126  -0.390  -3.018  0.10
H  3.525  2.007  -2.898  0.11

Atoms 1-3, force components in eV/Å:
0.5463 0.2629 -0.9953
0.8061 -0.7332 -0.8161
0.9191 -1.1290 0.0446

* structure (SMILES): CCN(C)C(C)=O.CCc1ccccc1
* charge: 0
* HOMO level: -8.9 eV
* spin multiplicity: 1
* DFT total energy: -17358.3170 eV
* LUMO energy: 0.026 hartree

***

A cluster of 2 separate species, C13H21NO in total at a distorted geometry, computed with ωB97M-V/def2-TZVPD.

Each line ends with the Löwdin charge.
CARTESIAN COORDINATES (ANGSTROEM)
C  1.576  -1.500  -2.160  -0.09
C  3.023  -0.989  -2.169  -0.17
N  3.665  -0.597  -0.877  -0.11
C  5.078  -0.703  -0.882  -0.09
C  2.916  -0.103  0.119  -0.51
C  3.667  0.271  1.418  0.00
O  1.705  -0.016  0.195  0.04
H  0.911  -0.646  -2.052  0.06
H  1.254  -2.132  -1.337  0.08
H  1.501  -2.057  -3.074  0.07
H  3.551  -1.930  -2.318  0.11
H  3.218  -0.298  -2.982  0.12
H  5.436  -1.721  -0.657  0.10
H  5.536  -0.554  -1.855  0.09
H  5.687  -0.058  -0.259  0.08
H  4.437  1.034  1.339  0.07
H  2.854  0.503  2.074  0.07
H  4.142  -0.634  1.798  0.08
C  -4.162  -1.844  0.830  -0.10
C  -3.465  -0.809  -0.061  -0.20
C  -3.267  0.595  0.474  -0.22
C  -2.838  1.606  -0.384  -0.06
C  -2.638  2.899  0.060  -0.09
C  -2.884  3.209  1.392  -0.10
C  -3.223  2.202  2.277  -0.09
C  -3.358  0.900  1.828  -0.05
H  -3.822  -2.846  0.580  0.07
H  -5.242  -1.917  0.645  0.07
H  -4.131  -1.600  1.884  0.05
H  -2.489  -1.222  -0.295  0.11
H  -4.039  -0.723  -0.977  0.11
H  -2.684  1.387  -1.424  0.11
H  -2.097  3.531  -0.634  0.10
H  -2.681  4.227  1.702  0.10
H  -3.632  2.441  3.251  0.10
H  -3.506  0.096  2.534  0.09

Atoms 1-3, force components in eV/Å:
-0.0503 1.4237 0.7146
0.4366 -2.2711 1.6200
-1.7493 0.8283 -1.7215

* structure (SMILES): CCN(C)C(C)=O.CCc1ccccc1
* charge: 0
* HOMO level: -8.7 eV
* spin multiplicity: 1
* DFT total energy: -17358.3308 eV
* LUMO energy: 0.030 hartree

***

A structure of composition C13H22As2N5OPdS at a distorted geometry, computed with ωB97M-V/def2-TZVPD.

Each line ends with the Löwdin charge.
CARTESIAN COORDINATES (ANGSTROEM)
Pd  0.012  0.805  -0.723  0.44
C  -5.303  -0.941  -0.950  0.04
C  -4.938  0.479  -0.915  -0.25
N  -5.741  1.451  -0.612  0.19
N  -5.058  2.582  -0.671  0.11
C  -3.782  2.364  -1.019  -0.44
S  -2.546  3.568  -1.240  1.21
N  -3.673  1.009  -1.180  -0.03
N  -2.516  0.317  -1.552  0.11
H  -6.386  -1.018  -1.039  0.12
H  -5.034  -1.431  -0.013  0.11
H  -4.846  -1.476  -1.780  0.10
H  -5.528  3.463  -0.473  0.21
H  -2.671  -0.680  -1.363  0.11
H  -2.343  0.432  -2.562  0.15
C  3.082  3.016  -0.087  -0.22
As  2.367  1.229  -0.329  1.19
C  3.329  0.501  -1.865  -0.22
C  2.705  0.094  1.228  -0.41
C  3.726  0.408  2.120  -0.07
C  4.034  -0.490  3.135  -0.02
C  3.326  -1.674  3.254  -0.02
C  2.294  -1.978  2.374  -0.07
C  1.958  -1.076  1.370  -0.41
As  0.473  -1.400  0.135  1.11
C  1.052  -2.915  -0.956  -0.24
C  -0.985  -2.214  1.166  -0.24
H  4.178  2.935  -0.078  0.07
H  2.734  3.480  0.841  0.06
H  2.784  3.637  -0.938  0.05
H  4.380  0.338  -1.600  0.07
H  3.283  1.236  -2.675  0.05
H  2.896  -0.442  -2.211  0.03
H  4.280  1.336  2.025  0.11
H  4.828  -0.253  3.830  0.13
H  3.558  -2.357  4.058  0.13
H  1.744  -2.908  2.486  0.11
H  1.186  -3.788  -0.308  0.06
H  1.994  -2.715  -1.470  0.04
H  0.290  -3.154  -1.704  0.04
H  -0.565  -2.983  1.822  0.05
H  -1.689  -2.708  0.488  0.04
H  -1.503  -1.476  1.783  0.04
O  -0.091  2.743  -1.117  -0.25
N  -1.299  2.654  -0.684  -0.42

Atoms 1-3, force components in eV/Å:
1.4504 -2.4258 0.6762
-0.1448 -0.3923 0.1078
0.6072 0.2358 -0.2222

* charge: +3
* HOMO level (spin up / spin down): -17.8 / -17.8 eV
* spin multiplicity: 1
* DFT total energy: -159296.4103 eV
* LUMO energy (spin up / spin down): -0.449 / -0.449 hartree